Record 1
Entry from the OMol25 dataset: C12H23BeFNO3 as an isolated structure (wB97M-V/def2-TZVPD).

As for the spin multiplicity: 2. The frontier orbital gap (spin up / spin down) comes out at 0.248 / 0.233 Eh. The energy comes out at -865.284694 a.u. As for the net charge: +2. The calculation puts the molecular weight at 257.33 u. The expectation value of S² is 0.75.

CARTESIAN COORDINATES (ANGSTROEM)
C (-3.146010, -0.680405, 3.068351)
C (-3.326999, -0.720012, 1.565561)
O (-3.696445, -2.041440, 1.205105)
C (-2.040877, -0.357669, 0.784020)
O (-1.005549, 0.082301, 1.675190)
C (0.207363, 0.436875, 1.139759)
F (0.945120, 0.834668, 2.217742)
C (0.930739, -0.851766, 0.649986)
C (1.724193, -0.856196, -0.677507)
C (3.129248, -0.298041, -0.450030)
C (1.786584, -2.233974, -1.318150)
N (0.850325, 0.043237, -1.562456)
O (0.129675, -0.508334, -2.312898)
C (0.638327, 1.527767, -1.314970)
C (1.936490, 2.318398, -1.570777)
C (-0.439811, 1.996044, -2.275475)
C (0.142163, 1.631606, 0.167634)
H (-4.086544, -0.974302, 3.526594)
H (-2.891222, 0.319356, 3.413276)
H (-2.376149, -1.377137, 3.398434)
H (-4.111579, -0.014332, 1.286481)
H (-4.269706, -2.040530, 0.428910)
H (-2.225061, 0.411858, 0.025988)
H (-1.738245, -1.282173, 0.272612)
H (0.164719, -1.663685, 0.597444)
H (1.686818, -1.052691, 1.437249)
H (3.628298, -0.089562, -1.394591)
H (3.140904, 0.604662, 0.153199)
H (3.703542, -1.058574, 0.076935)
H (2.570850, -2.812698, -0.832416)
H (0.838686, -2.772463, -1.270252)
H (2.057840, -2.164062, -2.371298)
H (2.522661, 1.897841, -2.387925)
H (1.646400, 3.326406, -1.857034)
H (2.569763, 2.390965, -0.695323)
H (-0.146785, 1.840825, -3.313915)
H (-0.560066, 3.066798, -2.122258)
H (-1.402618, 1.520937, -2.091488)
H (0.714495, 2.423817, 0.645651)
H (-0.893525, 1.959869, 0.141230)
Be (0.691984, -2.784180, 1.941410)

Atomic forces in eV per Å
C -0.1 0.1 0.0
C 0.1 0.0 0.1
O 0.1 -0.1 -0.2
C 0.0 0.1 -0.1
O -0.2 -0.1 0.1
C 0.0 -0.1 0.0
F 0.2 0.2 0.2
C 0.5 -0.4 -0.1
C 0.2 0.0 0.1
C -0.1 0.3 -0.2
C -0.1 0.0 -0.1
N -0.6 -0.3 0.3
O 0.3 0.1 -0.3
C 0.0 0.2 0.1
C 0.1 -0.3 0.0
C -0.1 0.0 0.0
C 0.1 0.1 -0.2
H 0.0 0.0 0.0
H 0.1 0.0 0.0
H 0.0 0.0 0.0
H 0.0 0.0 0.0
H 0.0 0.0 0.2
H 0.0 -0.1 0.1
H 0.0 0.0 0.0
H -0.2 0.2 -0.3
H -0.1 0.0 0.0
H 0.1 -0.1 0.0
H 0.0 0.0 0.1
H 0.0 0.0 0.0
H 0.0 0.0 0.1
H 0.0 0.0 0.0
H 0.1 0.0 0.0
H -0.1 0.1 -0.1
H 0.0 0.0 0.0
H 0.0 0.0 0.1
H 0.0 0.0 0.0
H 0.0 0.0 0.0
H 0.0 -0.1 -0.1
H 0.0 0.0 0.0
H 0.0 0.0 0.0
Be -0.1 0.0 0.2

Just the natural (NBO) charges please, in e? Sure, here they are: C -0.6195; C 0.0703; O -0.7183; C -0.1037; O -0.5138; C 0.6376; F -0.3247; C -0.5226; C 0.0855; C -0.6360; C -0.6531; N 0.3611; O -0.0779; C 0.1002; C -0.6273; C -0.6349; C -0.4898; H 0.2537; H 0.2326; H 0.1968; H 0.1945; H 0.4898; H 0.1824; H 0.1624; H 0.1677; H 0.2593; H 0.2610; H 0.2408; H 0.2572; H 0.2565; H 0.2339; H 0.2763; H 0.2425; H 0.2718; H 0.2333; H 0.2551; H 0.2630; H 0.2324; H 0.2868; H 0.2683; Be 0.9489

***

Record 2
Entry from the OMol25 dataset: C12H23F3InNO2P2 as an isolated structure at a distorted geometry (wB97M-V/def2-TZVPD).

As for the spin multiplicity: 1. The frontier orbital gap comes out at 0.330 Eh. The energy comes out at -1848.199538 a.u. As for the net charge: +2. The calculation puts the energy above the lowest of the compared OMol25 structures with the same formula, charge and spin at 0.0000 eV. The calculation puts the molecular weight at 447.08 u.

CARTESIAN COORDINATES (ANGSTROEM)
In (0.097999, -0.132753, 1.335827)
P (-2.409404, 0.014287, 0.682702)
C (-2.203610, 0.490270, -1.131154)
C (-0.850483, 1.082051, -1.472971)
N (0.232729, 0.827690, -0.692665)
C (1.457463, 1.230451, -1.074652)
C (1.633777, 1.951620, -2.249851)
C (0.538648, 2.237332, -3.045431)
C (-0.713782, 1.799614, -2.669843)
C (2.672216, 0.909900, -0.238295)
P (2.477304, -0.587220, 0.793567)
H (-1.609675, 1.933503, -3.265960)
H (2.637125, 2.286601, -2.492683)
H (0.649047, 2.797965, -3.959035)
H (3.556835, 0.727879, -0.860652)
H (2.903167, 1.726745, 0.464851)
H (-2.439852, -0.368941, -1.739524)
H (-3.014758, 1.225919, -1.373620)
H (-1.140379, -2.221880, -1.845524)
O (-1.425708, -2.579132, -2.705374)
H (-2.354212, -2.880820, -2.611773)
H (-0.557273, -2.593700, 1.812901)
O (-0.244377, -2.562186, 0.903117)
H (-0.083577, -3.453689, 0.519086)
C (2.821351, -1.991070, -0.338848)
H (3.758652, -1.799455, -0.894870)
H (2.930182, -2.928652, 0.245955)
H (2.003307, -2.087151, -1.073093)
C (3.802161, -0.591595, 2.049542)
H (3.755218, -1.542724, 2.622130)
H (4.788098, -0.498826, 1.556545)
H (3.641686, 0.265269, 2.734242)
C (-3.282496, 1.442833, 1.344116)
H (-4.141982, 1.672604, 0.710656)
H (-3.624108, 1.223626, 2.359288)
H (-2.615283, 2.307083, 1.362138)
C (-3.545915, -1.406594, 0.738916)
H (-3.877027, -1.543766, 1.776712)
H (-4.433956, -1.247549, 0.111255)
H (-3.047687, -2.329620, 0.407348)
F (1.485617, 1.519794, 3.299230)
C (0.280097, 1.469525, 2.611270)
F (-0.752896, 1.600776, 3.521955)
F (0.245745, 2.603967, 1.772451)

Atomic forces in eV per Å
In -0.7 -0.9 -1.7
P -0.2 -0.1 -1.1
C -0.5 0.8 1.1
C 0.5 0.0 -0.6
N -0.5 -0.1 -0.3
C 0.1 0.4 -0.8
C 0.2 -0.1 0.4
C 0.0 0.2 -0.1
C -0.4 -0.8 1.0
C 0.1 -0.1 0.6
P 1.0 -1.0 -0.3
H 0.2 0.2 -0.1
H -0.2 0.0 -0.2
H 0.1 0.1 -0.1
H -0.2 0.3 0.0
H -0.1 0.0 -0.3
H 0.3 -0.4 -0.3
H 0.7 -0.5 0.3
H -0.4 -0.4 -0.5
O -0.4 0.2 0.5
H 0.8 0.2 0.0
H -0.2 -1.2 0.0
O 0.0 0.1 -0.5
H -0.2 0.6 0.8
C 0.0 0.0 0.0
H -0.4 -0.1 0.3
H -0.1 0.6 -0.4
H 0.3 0.0 0.3
C -0.1 0.2 0.2
H 0.0 0.6 -0.4
H -0.5 -0.1 0.2
H 0.2 -0.5 -0.3
C 0.0 0.0 0.4
H 0.0 -0.1 0.0
H 0.1 0.2 -0.1
H 0.0 0.0 0.1
C 0.0 -0.2 0.0
H 0.1 0.0 -0.2
H 0.2 0.1 0.2
H -0.1 0.3 0.1
F -1.5 0.2 -0.7
C 0.1 2.6 2.1
F 1.4 0.2 -0.9
F 0.0 -1.1 1.2

Just the Löwdin charges please, in e? Sure, here they are: In 0.8021; P 0.8810; C -0.2243; C -0.2635; N 0.0194; C -0.2952; C 0.0269; C 0.0157; C 0.0284; C -0.2458; P 0.8463; H 0.1387; H 0.1394; H 0.1349; H 0.1166; H 0.1226; H 0.0765; H 0.1246; H 0.0006; O -0.0531; H 0.0662; H 0.0542; O -0.1116; H 0.1191; C -0.2108; H 0.0761; H 0.0727; H 0.0551; C -0.2000; H 0.0774; H 0.0804; H 0.0589; C -0.2168; H 0.0742; H 0.0729; H 0.0626; C -0.2202; H 0.0694; H 0.0766; H 0.0456; F 0.0360; C -0.5927; F 0.0452; F 0.0176

***

Record 3
Entry from the OMol25 dataset: C12H23GaN5O6S as an isolated structure at a distorted geometry (wB97M-V/def2-TZVPD).

As for the spin multiplicity: 1. The frontier orbital gap (spin up / spin down) comes out at 0.165 / 0.165 Eh. The energy comes out at -3518.814008 a.u. As for the net charge: +1. The calculation puts the energy above the lowest of the compared OMol25 structures with the same formula, charge and spin at 0.0000 eV. The calculation puts the molecular weight at 435.13 u.

CARTESIAN COORDINATES (ANGSTROEM)
O (-1.150236, -0.907589, -3.295952)
H (-0.873038, -1.267393, -4.163500)
Ga (0.856962, 0.179005, 0.049838)
N (2.046202, -1.412724, -0.677255)
N (-0.334140, -1.577988, -0.043446)
N (1.185493, 2.313836, -0.102093)
N (-0.679964, 1.059065, 0.983820)
O (3.229595, -1.106791, -0.966301)
O (1.944788, 3.117749, -1.017059)
O (-1.429131, 0.285247, 1.769385)
O (-1.575246, -1.681104, 0.381300)
C (0.185461, -2.755778, -0.488533)
C (1.523502, -2.664958, -0.899380)
C (0.376841, 3.080360, 0.614877)
C (-0.721962, 2.384422, 1.175422)
C (2.327038, -3.773044, -1.451455)
H (2.138105, -3.918399, -2.519933)
H (2.054777, -4.703879, -0.954351)
H (3.395553, -3.598353, -1.334982)
C (-0.629880, -3.981688, -0.409695)
H (-1.618437, -3.828592, -0.837630)
H (-0.747745, -4.300474, 0.629692)
H (-0.171716, -4.818738, -0.933372)
C (0.563511, 4.555742, 0.746342)
C (-1.795876, 2.971007, 2.003777)
H (1.170771, 4.943387, -0.072942)
H (1.051457, 4.791990, 1.709609)
H (-0.425691, 5.047785, 0.751624)
H (-2.508610, 2.207367, 2.297200)
H (-2.322413, 3.749926, 1.440627)
H (-1.394432, 3.448361, 2.905614)
H (2.574343, 2.556641, -1.459406)
H (-1.557618, -0.606814, 1.189451)
C (-2.426203, -0.433161, -3.446687)
H (-3.134326, -1.282441, -3.519260)
H (-2.578474, 0.258556, -4.264094)
H (-2.543921, 0.187518, -2.541307)
O (0.732703, 0.581401, -1.844464)
H (0.067973, 0.021100, -2.343150)
H (0.557626, 1.526257, -2.095760)
S (1.564042, -0.685227, 4.259628)
C (2.987375, 0.187641, 3.594198)
C (2.879559, 0.325428, 2.242708)
N (1.683640, -0.206078, 1.753340)
C (0.907817, -0.783124, 2.684762)
H (3.815861, 0.550767, 4.195676)
H (3.574155, 0.788387, 1.518925)
H (-0.006890, -1.321812, 2.390694)

Atomic forces in eV per Å
O 2.8 -0.9 -1.3
H 0.2 0.1 0.8
Ga -0.1 -3.2 -1.2
N -1.2 -1.9 -0.7
N 1.5 -2.5 -1.4
N 0.2 2.4 0.4
N -0.5 2.6 1.0
O 1.0 0.2 -0.2
O -0.9 -0.3 1.2
O -0.1 1.8 -0.1
O -1.8 1.1 1.4
C -1.6 3.4 1.5
C 2.4 2.8 0.2
C 2.4 -0.1 -2.2
C -1.2 -3.9 1.2
C 0.2 -0.4 -0.2
H 0.0 0.0 0.0
H 0.1 -0.1 0.0
H -0.1 0.1 0.1
C 0.0 -0.6 -0.3
H -0.1 0.1 0.2
H -0.2 0.2 0.0
H 0.2 0.1 -0.1
C -0.7 0.3 -0.1
C -0.1 0.6 0.3
H -0.1 0.0 0.3
H -0.2 -0.2 -0.3
H 0.5 -0.1 0.0
H 0.1 0.0 0.0
H 0.1 -0.1 0.1
H 0.0 -0.1 -0.1
H 0.6 -0.8 0.0
H -0.7 -1.8 -1.0
C -2.0 0.8 1.2
H 0.0 0.7 0.3
H 0.2 0.0 -0.6
H -0.8 -0.5 -0.2
O -1.2 1.1 -1.7
H 0.2 -0.1 -0.1
H 0.1 -1.2 0.2
S 1.3 0.8 -1.4
C -0.6 -0.4 -0.2
C -0.8 -0.2 0.5
N -0.2 0.0 1.9
C 1.4 0.2 -0.5
H -0.4 -0.3 0.1
H -0.4 -0.4 0.7
H 0.6 0.4 0.5

Just the natural (NBO) charges please, in e? Sure, here they are: O -0.7378; H 0.4899; Ga 1.7521; N -0.1315; N -0.3153; N -0.2418; N -0.1819; O -0.5425; O -0.5493; O -0.5104; O -0.6563; C 0.2394; C 0.0312; C 0.2831; C 0.1967; C -0.6611; H 0.2242; H 0.2212; H 0.2538; C -0.6711; H 0.2548; H 0.2452; H 0.2262; C -0.6887; C -0.6850; H 0.2756; H 0.2698; H 0.2497; H 0.2762; H 0.2485; H 0.2513; H 0.5008; H 0.4793; C -0.2455; H 0.1876; H 0.1717; H 0.1774; O -0.9620; H 0.5620; H 0.5207; S 0.5250; C -0.3853; C -0.0344; N -0.6441; C -0.0902; H 0.2696; H 0.2604; H 0.2907